## P
Entry from the Open Molecules 2025 dataset: 2 unconnected molecules or ions with the total composition CH6N2O (the ωB97M-V functional and the def2-TZVPD basis).

Summary:
Frontier orbital gap (eV): 10.37

Geometry as ORCA input:
```
! RIJCOSX wB97M-V def2-TZVPD def2/J DEFGRID3
* xyz 0 1
N -0.40428 0.38422 0.25863
C -0.78199 1.61842 -0.28732
N -1.63422 1.83581 -1.18775
H -1.13405 -0.31172 0.21273
H 0.03461 0.44872 1.16593
H -0.20980 2.45453 0.11409
H -2.09986 0.98953 -1.51024
H 2.20606 -3.13215 -0.00761
H 1.61179 -2.00536 0.85226
O 2.41174 -2.28198 0.38927
*
```


## Q
Entry from the Open Molecules 2025 dataset: a single CH6N2O molecule (the ωB97M-V functional and the def2-TZVPD basis).

Summary:
Frontier orbital gap (eV): 8.35

Geometry as ORCA input:
```
! RIJCOSX wB97M-V def2-TZVPD def2/J DEFGRID3
* xyz 0 1
C 0.13380 0.68959 -0.34864
N -0.89533 0.51218 0.59065
N 1.11039 -0.46709 0.15247
O -1.70330 -0.61033 0.01902
H -2.60008 -0.32459 0.21634
H 0.30801 -0.33611 1.04250
H 0.96382 -1.34140 -0.34907
H 2.10962 -0.27803 0.25462
H -0.10220 0.53536 -1.40295
H 0.67527 1.62042 -0.17495
*
```


List of relative energies, unit eV: P 0.000; Q 3.764


## P
Entry from the Open Molecules 2025 dataset: a single C2H4N2S molecule (the ωB97M-V functional and the def2-TZVPD basis).

Summary:
Frontier orbital gap (eV): 9.02

Geometry as ORCA input:
```
! RIJCOSX wB97M-V def2-TZVPD def2/J DEFGRID3
* xyz 0 1
C 0.56296 0.99053 -1.56600
C -0.00088 -0.48465 1.00559
H -0.48476 1.60397 -1.29062
H 1.01437 1.05025 -2.68028
H 2.04112 -0.38173 0.65200
H 0.38300 -1.01055 1.86108
N 1.39772 0.25004 -0.97481
N 1.17358 -0.14099 0.31690
S -1.52033 -0.31628 0.58911
*
```


## Q
Entry from the Open Molecules 2025 dataset: 2 unconnected molecules or ions with the total composition C2H4N2S (the ωB97M-V functional and the def2-TZVPD basis).

Summary:
Frontier orbital gap (eV): 9.73

Geometry as ORCA input:
```
! RIJCOSX wB97M-V def2-TZVPD def2/J DEFGRID3
* xyz 0 1
C 2.19316 -0.62948 -0.11100
C 1.62747 0.66644 -0.34215
N 2.67378 -1.62754 0.16166
N 1.18354 1.43725 0.57520
S -1.47212 -1.07606 0.56064
H 1.55586 0.90915 -1.32882
H 1.21742 0.98867 1.44580
H -2.01257 -1.93746 -0.35537
H -1.44788 -0.05584 -0.13177
*
```


List of relative energies, unit eV: P 0.965; Q 0.000


## P
Entry from the Open Molecules 2025 dataset: a single C2H4N2S molecule (the ωB97M-V functional and the def2-TZVPD basis).

Summary:
Frontier orbital gap (spin up / spin down) (eV): 5.17 / 5.16

Geometry as ORCA input:
```
! RIJCOSX wB97M-V def2-TZVPD def2/J DEFGRID3
* xyz 0 1
C -0.31414 -0.64220 0.14367
C 0.75563 0.30607 -0.41182
N -1.08188 0.60271 0.38017
N -0.22482 1.46817 -0.18795
S 2.50238 -0.27336 0.05686
H -0.61817 -1.37093 -0.55630
H 0.02811 -1.36775 1.04731
H 0.75283 0.34381 -1.45378
H -1.79995 0.93348 0.98185
*
```


## Q
Entry from the Open Molecules 2025 dataset: a molecular structure, C2H4N2S (the ωB97M-V functional and the def2-TZVPD basis).

Summary:
Frontier orbital gap (eV): 8.65

Geometry as ORCA input:
```
! RIJCOSX wB97M-V def2-TZVPD def2/J DEFGRID3
* xyz 0 1
C 2.83047 -0.00084 -0.09516
C -0.62454 0.37858 0.39151
N 3.68850 0.59813 0.34353
N 1.44069 -1.12748 -0.78188
S 0.27204 -1.19717 0.45613
H 0.10038 1.21214 0.76511
H -1.45122 0.31006 1.21249
H -0.91925 0.48346 -0.71611
H 1.90166 -1.95130 -1.11090
*
```


List of relative energies, unit eV: P 1.517; Q 0.000


## P
Entry from the Open Molecules 2025 dataset: 2 unconnected molecules or ions with the total composition O5S2 (the ωB97M-V functional and the def2-TZVPD basis).

Summary:
Frontier orbital gap (spin up / spin down) (eV): 6.05 / 5.17

Geometry as ORCA input:
```
! RIJCOSX wB97M-V def2-TZVPD def2/J DEFGRID3
* xyz -2 1
O 0.73028 1.69705 -0.12543
O 1.10625 -0.27260 -1.63475
O -2.33246 0.67126 -0.77992
O -1.92969 -1.48568 0.27686
O 2.96224 -1.03651 1.28816
S -1.65570 -0.01323 0.38595
S 0.74920 0.17612 -0.22865
*
```


## Q
Entry from the Open Molecules 2025 dataset: a gas-phase ion, O5S2 (charge -2) (the ωB97M-V functional and the def2-TZVPD basis).

Summary:
Frontier orbital gap (eV): 5.91

Geometry as ORCA input:
```
! RIJCOSX wB97M-V def2-TZVPD def2/J DEFGRID3
* xyz -2 1
O -1.09528 1.21461 0.68609
O -1.49775 -1.21234 0.59073
O 1.68720 0.89206 -1.10188
O 1.88233 -0.18713 1.16433
O -1.39554 0.05665 -1.46194
S 1.42332 -0.32781 -0.28373
S -0.83506 -0.05576 -0.06958
*
```


## R
Entry from the Open Molecules 2025 dataset: a gas-phase ion, O5S2 (charge -2) (the ωB97M-V functional and the def2-TZVPD basis).

Summary:
Frontier orbital gap (eV): 6.03

Geometry as ORCA input:
```
! RIJCOSX wB97M-V def2-TZVPD def2/J DEFGRID3
* xyz -2 1
O 1.57131 1.10125 0.44181
O -0.79373 1.64854 0.61836
O -1.53982 -1.30988 0.60638
O 0.48304 -2.19032 -0.47046
O 0.16043 1.12135 -1.61476
S -0.07025 -1.21227 0.55329
S 0.18902 0.84132 -0.13461
*
```


List of relative energies, unit eV: P 3.993; Q 0.000; R 0.068


## P
Entry from the Open Molecules 2025 dataset: a single C4H4N4O molecule (the ωB97M-V functional and the def2-TZVPD basis).

Summary:
Frontier orbital gap (eV): 8.21

Geometry as ORCA input:
```
! RIJCOSX wB97M-V def2-TZVPD def2/J DEFGRID3
* xyz 0 1
C 1.73202 -2.79566 0.61808
C 2.52624 0.57208 1.36588
C 1.95315 -1.42655 0.80521
C 0.82133 -0.36675 0.47415
N 1.62993 -3.89515 0.27543
N 2.90545 -0.67763 1.31967
N -1.14765 0.32480 -0.47748
N -0.40771 -0.70163 0.14480
O 1.29408 0.80494 0.79596
H 3.07926 1.51134 1.56505
H -0.53727 0.87869 -1.06895
H -1.92394 0.03039 -1.03191
H -0.54188 -1.70972 0.05631
*
```


## Q
Entry from the Open Molecules 2025 dataset: a single C4H4N4O molecule (the ωB97M-V functional and the def2-TZVPD basis).

Summary:
Frontier orbital gap (eV): 9.38

Geometry as ORCA input:
```
! RIJCOSX wB97M-V def2-TZVPD def2/J DEFGRID3
* xyz 0 1
C 1.77166 -0.14035 -0.14222
C -2.34369 -0.10524 -0.23366
C -1.51547 1.09155 -0.05011
C -0.25380 0.51948 0.04796
H 3.51993 0.80440 0.14414
H 1.14995 -1.76861 0.91839
H -3.39597 -0.05004 -0.50444
H -1.91709 2.13746 0.33107
N 3.06810 -0.04255 -0.28378
N 0.95767 -1.36842 -0.06007
N -0.40711 -0.87552 0.03643
N -1.58845 -1.18367 -0.14918
O 0.95427 0.98152 -0.05453
*
```


List of relative energies, unit eV: P 0.000; Q 0.866


## P
Entry from the Open Molecules 2025 dataset: a single CHNOS molecule (the ωB97M-V functional and the def2-TZVPD basis).

Summary:
Frontier orbital gap (eV): 9.32

Geometry as ORCA input:
```
! RIJCOSX wB97M-V def2-TZVPD def2/J DEFGRID3
* xyz 0 1
C 0.98171 -0.25328 -0.14189
N 1.82309 0.49603 0.08063
O -1.49730 0.05091 -0.04158
S -0.38471 -1.20539 -0.04093
H -0.92279 0.91173 0.14377
*
```


## Q
Entry from the Open Molecules 2025 dataset: 2 unconnected molecules or ions with the total composition CHNOS (the ωB97M-V functional and the def2-TZVPD basis).

Summary:
Frontier orbital gap (spin up / spin down) (eV): 9.09 / 9.09

Geometry as ORCA input:
```
! RIJCOSX wB97M-V def2-TZVPD def2/J DEFGRID3
* xyz 0 1
C 0.86694 -0.49461 0.93981
N 2.10638 -0.31601 0.99015
O 1.35911 -2.78059 1.74909
S 1.34778 -1.46377 2.27566
H -0.28832 -0.38145 -0.17271
*
```


## R
Entry from the Open Molecules 2025 dataset: 2 unconnected molecules or ions with the total composition CHNOS (the ωB97M-V functional and the def2-TZVPD basis).

Summary:
Frontier orbital gap (spin up / spin down) (eV): 7.79 / 7.78

Geometry as ORCA input:
```
! RIJCOSX wB97M-V def2-TZVPD def2/J DEFGRID3
* xyz 0 1
C 0.94190 0.53191 -0.24007
N 0.87851 0.55867 -1.36737
O 1.89975 2.50065 1.18329
S 3.01494 3.45749 0.98856
H 0.83807 0.47097 0.74357
*
```


## S
Entry from the Open Molecules 2025 dataset: 2 unconnected molecules or ions with the total composition CHNOS (the ωB97M-V functional and the def2-TZVPD basis).

Summary:
Frontier orbital gap (spin up / spin down) (eV): 7.37 / 9.80

Geometry as ORCA input:
```
! RIJCOSX wB97M-V def2-TZVPD def2/J DEFGRID3
* xyz 0 1
C 0.70847 -0.08816 -0.01524
N -0.37383 -0.61618 -0.49092
O 0.34453 -1.27595 0.55289
S 1.70250 1.19916 0.18259
H -2.38168 0.78113 -0.22932
*
```


List of relative energies, unit eV: P 0.000; Q 2.863; R 1.048; S 5.213


## P
Entry from the Open Molecules 2025 dataset: 2 unconnected molecules or ions with the total composition C6H6N2O2 (the ωB97M-V functional and the def2-TZVPD basis).

Summary:
Frontier orbital gap (eV): 9.98

Geometry as ORCA input:
```
! RIJCOSX wB97M-V def2-TZVPD def2/J DEFGRID3
* xyz 0 1
C 2.30305 -0.92410 -1.96477
C 2.35317 -0.21803 -2.95729
C -0.43924 0.66891 -0.62389
C -1.51146 1.37933 0.03920
C -1.79268 1.04207 1.31845
C -0.15969 -0.73094 1.42343
H 2.30245 -1.43301 -1.04380
H 2.44387 0.26947 -3.92500
H 0.82250 -0.94474 -0.31013
H -2.11191 2.28768 -0.32539
H -2.37805 1.72958 2.02706
H -1.39730 -0.08956 3.01463
N 0.06353 -0.40409 0.16155
N -1.19331 -0.04937 1.94855
O -0.06256 0.73997 -1.79189
O 0.52605 -1.48356 2.08953
*
```


## Q
Entry from the Open Molecules 2025 dataset: 2 unconnected molecules or ions with the total composition C6H6N2O2 (the ωB97M-V functional and the def2-TZVPD basis).

Summary:
Frontier orbital gap (eV): 9.92

Geometry as ORCA input:
```
! RIJCOSX wB97M-V def2-TZVPD def2/J DEFGRID3
* xyz 0 1
C 0.72583 1.01016 0.46348
C 0.25927 -0.25415 0.96625
C 1.03977 -1.26125 0.51053
C 2.80129 0.16500 -0.45438
C -3.95167 0.17831 -0.72317
C -5.00972 -0.14742 -0.39517
H 2.01546 1.96448 -0.66443
H -0.75955 -0.36802 1.20230
H 0.72733 -2.42447 0.52360
H 3.01469 -1.71614 0.00780
H -2.91230 0.37371 -0.78625
H -6.04699 -0.09061 -0.28102
N 1.85513 1.03783 -0.30829
N 2.37237 -1.03709 0.09062
O 0.04388 2.09935 0.77102
O 3.82519 0.47030 -0.92289
*
```


List of relative energies, unit eV: P 0.000; Q 0.764


## P
Entry from the Open Molecules 2025 dataset: 2 unconnected molecules or ions with the total composition C6H6N2O2 (the ωB97M-V functional and the def2-TZVPD basis).

Summary:
Frontier orbital gap (eV): 9.88

Geometry as ORCA input:
```
! RIJCOSX wB97M-V def2-TZVPD def2/J DEFGRID3
* xyz 0 1
C 0.16722 -0.93001 -0.54459
C -0.72794 -1.73520 0.30605
C -1.87872 -1.11029 0.80752
C -1.26291 1.06849 -0.19186
C 3.78295 0.90908 0.81547
C 2.90672 0.35895 0.32496
H 0.39409 1.05611 -1.33794
H -0.51215 -2.86891 0.12668
H -2.62455 -1.62268 1.39974
H -2.66682 0.73599 1.33870
H 4.81825 1.10384 1.17960
H 2.04366 -0.31002 0.02823
N -0.10634 0.42344 -0.65151
N -2.02573 0.29937 0.75490
O 1.08093 -1.53091 -1.05317
O -1.63741 2.21589 -0.51734
*
```


## Q
Entry from the Open Molecules 2025 dataset: 2 unconnected molecules or ions with the total composition C6H6N2O2 (the ωB97M-V functional and the def2-TZVPD basis).

Summary:
Frontier orbital gap (eV): 10.36

Geometry as ORCA input:
```
! RIJCOSX wB97M-V def2-TZVPD def2/J DEFGRID3
* xyz 0 1
C -0.32350 0.95699 1.81351
C 0.89474 0.14135 1.53622
C 0.86318 -0.72650 0.54470
C -1.42515 -0.20588 -0.06352
C 2.77014 -0.76102 -3.69802
C 1.86110 -0.58700 -2.87663
H -2.22890 1.22598 1.12651
H 1.80390 0.36073 2.11750
H 1.75210 -1.38511 0.31494
H -0.28084 -1.52379 -0.99715
H 3.55992 -0.85507 -4.33841
H 1.14965 -0.54493 -2.10571
N -1.39405 0.65346 1.00014
N -0.22795 -0.84161 -0.28921
O -0.38979 1.78317 2.70875
O -2.39082 -0.39172 -0.78771
*
```


List of relative energies, unit eV: P 1.225; Q 0.000